(1)
Here is C51H57BN4O2PSeTi as an isolated structure from the Open Molecules 2025 dataset. Energies are from wB97M-V/def2-TZVPD.

Structure (XYZ):
```
118
Properties=species:S:1:pos:R:3:forces:R:3
Ti -1.311 -0.138 -0.245 0.08 -0.26 0.00
C -0.388 4.495 3.431 0.05 0.05 0.00
C 0.771 3.811 2.748 0.05 0.04 0.03
C 2.053 4.270 3.041 0.03 0.01 -0.01
C 3.186 3.698 2.479 -0.06 -0.02 0.00
C 3.049 2.646 1.587 -0.03 0.01 0.01
C 1.780 2.176 1.280 0.08 0.00 -0.05
C 0.639 2.735 1.854 0.10 0.04 0.00
P -0.937 1.935 1.390 -0.30 0.07 0.17
C -1.858 1.923 2.998 0.03 0.03 -0.16
C -3.148 2.447 3.070 -0.05 0.03 -0.03
C -3.890 2.389 4.240 0.02 -0.01 0.00
C -3.340 1.805 5.371 0.00 0.02 -0.02
C -2.057 1.286 5.309 -0.03 -0.03 0.07
C -1.303 1.327 4.139 0.06 -0.04 0.02
C 0.087 0.754 4.159 0.00 -0.02 0.10
C -1.800 3.176 0.364 0.05 -0.05 -0.02
C -1.386 4.473 0.103 -0.08 -0.02 -0.02
C -2.008 5.213 -0.900 0.04 -0.04 0.05
C -3.033 4.635 -1.637 -0.02 -0.01 -0.02
C -3.445 3.334 -1.382 0.01 0.07 0.04
C -2.832 2.578 -0.383 0.06 -0.13 0.03
C -3.109 1.156 -0.099 -0.18 0.14 0.11
H -0.106 5.519 3.687 -0.01 -0.03 0.00
H -0.664 3.979 4.354 0.00 0.01 -0.02
H -1.277 4.531 2.807 -0.01 0.00 0.00
H 2.160 5.103 3.728 0.01 -0.01 -0.01
H 4.166 4.081 2.734 0.00 -0.01 0.00
H 3.917 2.191 1.127 -0.01 0.00 0.00
H 1.663 1.367 0.569 0.01 0.00 0.01
H -3.576 2.922 2.195 0.01 -0.01 0.01
H -4.893 2.797 4.263 0.01 0.00 -0.01
H -3.904 1.749 6.295 0.00 0.01 -0.03
H -1.624 0.823 6.190 0.01 0.00 -0.02
H 0.169 -0.006 4.937 0.02 0.01 0.00
H 0.832 1.530 4.354 -0.01 -0.02 0.00
H 0.344 0.285 3.213 0.01 -0.07 -0.08
H -0.546 4.896 0.641 0.02 0.02 0.01
H -1.675 6.220 -1.118 0.01 0.00 0.00
H -3.509 5.202 -2.430 0.01 -0.01 0.01
H -4.233 2.886 -1.976 -0.01 -0.01 -0.01
H -3.869 0.724 -0.758 0.05 0.03 -0.01
H -3.457 1.027 0.929 -0.15 -0.04 -0.01
C 0.502 -3.494 -1.763 0.01 0.02 -0.04
C -0.840 -4.058 -2.231 0.03 -0.03 -0.01
C -1.468 -3.180 -3.284 0.06 -0.15 -0.14
C -1.384 -3.537 -4.628 0.04 0.02 0.08
C -1.883 -2.706 -5.619 -0.10 0.13 0.06
C -2.459 -1.494 -5.265 0.08 -0.09 -0.01
C -2.568 -1.105 -3.932 0.01 -0.09 -0.13
C -3.248 0.192 -3.595 0.02 -0.03 0.06
C -4.756 0.017 -3.418 -0.01 0.02 0.03
C -2.086 -1.973 -2.950 -0.13 0.25 0.25
N -2.257 -1.658 -1.559 0.02 0.10 -0.06
C -3.227 -2.280 -0.956 -0.16 0.03 0.18
C -3.416 -2.162 0.436 0.14 -0.03 -0.08
C -4.337 -2.765 1.305 -0.07 -0.01 -0.05
C -3.982 -2.348 2.583 0.08 0.06 0.01
C -2.855 -1.517 2.422 -0.07 0.00 0.14
N -2.510 -1.403 1.143 -0.07 -0.10 -0.05
H 0.981 -4.159 -1.042 0.01 0.00 0.03
H 0.382 -2.514 -1.295 -0.02 -0.06 -0.09
H 1.172 -3.365 -2.615 0.04 -0.01 0.02
H -1.502 -4.169 -1.372 -0.01 -0.03 0.03
H -0.691 -5.058 -2.649 -0.03 0.02 0.00
H -0.913 -4.478 -4.893 0.00 0.00 0.01
H -1.806 -2.995 -6.660 -0.01 0.01 -0.01
H -2.824 -0.818 -6.030 0.02 -0.01 -0.01
H -3.038 0.902 -4.396 0.01 -0.01 -0.03
H -2.800 0.613 -2.695 0.00 0.01 -0.04
H -5.213 -0.382 -4.327 -0.01 0.00 0.01
H -5.235 0.971 -3.185 -0.01 -0.01 -0.01
H -4.984 -0.671 -2.601 0.01 0.00 0.01
H -3.916 -2.905 -1.529 0.09 -0.08 -0.02
H -5.148 -3.419 1.020 0.01 0.00 0.01
H -4.458 -2.608 3.516 0.02 0.01 -0.01
H -2.296 -1.008 3.194 0.00 -0.01 0.01
C 1.261 -0.899 -4.952 -0.04 0.00 -0.10
N 1.095 0.527 -5.179 -0.04 -0.24 0.15
C 2.115 1.392 -5.514 0.01 0.36 0.06
C 1.597 2.640 -5.408 0.23 -0.26 0.00
N 0.284 2.473 -5.017 -0.17 0.07 0.19
C -0.583 3.544 -4.560 -0.01 -0.02 -0.07
C -0.052 1.167 -4.842 -0.25 0.05 -0.38
Se -0.046 0.968 -1.709 0.46 0.11 -0.25
H 2.241 -1.211 -5.312 0.00 0.01 -0.01
H 0.485 -1.457 -5.475 0.03 0.06 0.03
H 1.181 -1.112 -3.886 0.01 0.04 0.02
H 3.098 1.060 -5.795 0.02 0.00 0.00
H 2.042 3.604 -5.577 0.02 0.02 0.00
H -0.243 4.495 -4.973 -0.01 -0.02 -0.01
H -0.586 3.596 -3.470 0.05 -0.03 -0.01
H -1.601 3.347 -4.892 0.00 -0.01 -0.02
C 6.593 -2.687 3.654 0.00 0.07 0.04
C 5.979 -3.239 2.361 0.00 0.04 -0.04
C 6.133 -4.766 2.335 -0.02 -0.04 -0.03
C 6.765 -2.665 1.180 0.08 -0.01 0.02
C 4.495 -2.873 2.298 -0.05 0.04 -0.05
C 3.643 -3.312 3.314 -0.02 -0.04 0.08
C 2.279 -3.026 3.331 0.06 0.02 -0.07
C 1.787 -2.279 2.284 -0.16 -0.01 0.06
O 0.512 -1.856 2.046 0.11 0.03 -0.08
B 0.531 -1.099 0.837 -0.06 0.05 0.02
O 1.883 -1.121 0.369 -0.11 0.00 0.19
C 2.615 -1.835 1.268 -0.04 0.04 -0.06
C 3.965 -2.113 1.248 0.01 -0.03 0.04
H 7.658 -2.932 3.704 -0.01 0.00 0.00
H 6.107 -3.104 4.538 0.02 0.02 -0.03
H 6.486 -1.598 3.694 0.01 -0.09 0.00
H 7.190 -5.042 2.372 0.00 0.00 0.00
H 5.699 -5.176 1.419 0.03 0.01 0.05
H 5.631 -5.235 3.183 0.01 0.02 -0.03
H 7.817 -2.949 1.279 -0.05 0.02 -0.03
H 6.713 -1.575 1.148 -0.01 -0.02 0.03
H 6.401 -3.051 0.227 0.00 -0.01 0.00
H 4.051 -3.902 4.128 -0.02 0.02 -0.03
H 1.633 -3.375 4.126 0.01 0.00 -0.01
H 4.570 -1.743 0.434 0.01 0.00 -0.01
```
Positions in Å, forces in eV/Å.

net charge: -1
LUMO: 2.4 eV
2S+1: 1
E: -5964.400118 Ha

Here are the Löwdin charges for atoms 1 to 2, given in e:
1 Ti 0.32
2 C -0.04


(2)
Here is C33H62CdGeN7O10PSi3 as an isolated structure in a non-equilibrium geometry from the Open Molecules 2025 dataset. Energies are from wB97M-V/def2-TZVPD.

Structure (XYZ):
```
118
Properties=species:S:1:pos:R:3:forces:R:3
Cd 0.120 0.187 0.688 0.98 -0.12 0.49
O -1.920 0.307 3.790 1.07 -0.19 -0.42
C -0.986 -0.411 3.396 -0.92 -1.07 0.24
O 0.112 -0.021 2.853 0.26 0.74 -0.77
C -1.132 -1.939 3.571 0.33 0.35 0.06
C -2.075 -2.298 4.534 -1.54 0.66 -0.21
C -2.462 -3.622 4.657 0.83 0.58 -0.31
C -1.776 -4.690 4.077 -1.74 0.89 -0.19
C -0.678 -4.327 3.311 2.81 -1.45 -0.87
C -0.430 -2.958 2.903 -0.13 0.31 2.24
O 0.573 -2.709 2.061 0.36 0.88 -1.45
N 0.286 -5.281 3.012 -3.16 4.51 0.33
O 1.544 -4.897 3.143 3.58 1.61 -0.25
O 0.038 -6.468 2.777 -0.58 -4.06 -0.67
N -3.510 -3.915 5.581 0.06 -1.35 1.20
O -3.542 -5.116 5.895 -1.26 1.11 0.40
O -4.221 -3.038 6.083 0.45 -0.92 -0.63
H -2.680 -1.497 4.995 0.58 -0.72 -0.24
H -2.160 -5.690 4.180 0.49 -0.12 0.03
O 1.988 1.443 -0.335 -0.41 -0.19 0.38
N 2.573 0.281 -0.513 2.73 1.76 -0.97
O 1.824 -0.776 -0.381 0.04 -0.51 0.10
C 1.596 4.265 -5.136 0.17 2.13 -0.21
C 1.070 2.899 -5.517 -0.30 -1.33 1.49
C -0.301 2.947 -6.159 -2.47 0.61 0.22
C 2.071 2.029 -6.278 1.69 -0.58 -0.81
C 0.836 2.122 -4.247 -0.48 -1.65 1.07
N 0.625 1.339 -3.405 0.36 1.73 -1.45
H 2.165 4.724 -5.963 -0.23 -0.32 0.07
H 2.293 4.263 -4.286 -0.31 -0.27 -0.17
H 0.791 5.036 -4.913 0.71 -1.21 -0.06
H -0.325 3.474 -7.112 0.37 -0.08 -0.20
H -1.005 3.574 -5.502 0.98 -0.97 -0.73
H -0.824 1.952 -6.302 0.97 0.97 0.24
H 2.580 2.566 -7.114 -0.57 -0.07 0.56
H 1.625 1.123 -6.735 -0.07 0.54 0.46
H 2.910 1.654 -5.624 -0.92 0.51 -0.47
C 5.454 -0.844 -0.362 -0.46 0.47 -0.56
Si 4.471 0.515 -1.286 -1.49 -1.52 0.06
C 5.550 2.072 -1.081 0.33 0.75 0.30
C 4.198 0.133 -3.147 -0.52 -0.27 0.33
Ge 2.258 -3.425 2.046 -1.08 -1.14 1.71
Si 3.697 -2.224 3.790 -1.69 0.03 -1.08
C 2.746 -2.251 5.453 1.06 0.32 -0.20
C 3.723 -0.413 3.172 0.35 -0.44 -0.33
C 5.413 -3.023 3.751 0.91 1.97 1.42
Si 2.337 -4.550 -0.072 -0.59 0.18 -0.79
C 0.522 -4.825 -0.575 -0.22 0.26 -0.04
C 3.247 -3.714 -1.516 -0.55 -0.24 0.12
C 3.082 -6.203 0.298 0.90 -1.63 -0.28
H 5.579 -1.708 -1.029 0.07 0.14 0.36
H 4.944 -1.141 0.552 -0.16 -0.20 -0.11
H 6.417 -0.436 -0.049 0.09 -0.17 -0.21
H 5.049 2.985 -0.721 -0.06 -0.42 0.07
H 6.102 2.438 -2.005 -0.70 -0.93 0.85
H 6.305 1.778 -0.302 -0.61 0.47 -0.76
H 4.992 0.535 -3.800 -0.29 -0.10 0.31
H 3.200 0.531 -3.458 0.79 -0.22 0.22
H 4.154 -0.973 -3.281 0.02 0.70 0.08
H 1.674 -2.412 5.380 -0.11 0.19 -0.33
H 2.964 -1.274 5.934 -0.30 -0.45 -0.14
H 3.126 -3.032 6.104 0.12 -0.16 0.12
H 2.788 0.112 3.422 0.43 -0.11 0.43
H 3.723 -0.357 2.061 0.40 -0.08 0.64
H 4.655 0.031 3.604 -0.86 0.19 -0.41
H 5.515 -3.780 4.529 -0.01 -0.01 -0.01
H 6.208 -2.192 3.966 -1.26 -1.48 -0.40
H 5.631 -3.474 2.810 0.18 -0.23 -0.75
H -0.140 -4.089 -0.106 0.13 0.05 -0.14
H 0.154 -5.788 -0.225 0.18 -0.17 0.26
H 0.341 -4.810 -1.665 0.31 0.17 0.29
H 2.948 -2.668 -1.536 0.00 0.14 -0.08
H 2.881 -4.198 -2.443 0.43 0.19 0.33
H 4.331 -3.784 -1.414 -0.01 -0.08 -0.16
H 2.944 -6.434 1.370 -0.14 -0.06 -0.47
H 4.192 -6.244 0.097 -0.98 0.10 0.13
H 2.600 -7.047 -0.311 0.59 1.21 0.84
O -1.732 1.053 0.123 -0.94 0.61 -0.74
P -3.003 1.833 -0.178 2.21 -0.25 1.64
N -4.028 1.647 1.121 0.18 1.13 -1.65
C -3.695 2.409 2.353 0.60 0.78 -0.27
C -4.996 2.480 3.161 -0.10 -0.19 0.55
C -6.040 1.694 2.317 0.10 0.12 0.44
C -5.275 0.906 1.239 0.41 -0.74 0.87
N -2.528 3.458 -0.231 -0.30 -0.43 -0.48
C -1.101 3.890 -0.120 1.06 -1.57 -0.79
C -1.121 5.411 -0.218 0.91 0.56 0.34
C -2.510 5.783 -0.764 0.29 -0.16 0.36
C -3.428 4.597 -0.455 -0.76 0.10 0.87
N -3.559 1.286 -1.627 -0.07 -0.59 0.18
C -2.845 0.194 -2.354 0.69 -0.65 0.34
C -3.773 -0.145 -3.557 0.94 0.48 -0.06
C -4.989 0.780 -3.409 -0.38 -0.35 0.26
C -4.494 1.937 -2.528 0.68 -0.14 -0.77
H -3.245 3.401 2.063 -0.69 -0.84 0.30
H -2.927 1.878 2.907 0.09 -0.16 0.07
H -5.311 3.513 3.438 0.11 -0.63 -0.61
H -4.851 1.983 4.140 0.04 0.08 -0.57
H -6.697 2.402 1.823 -0.34 0.04 -0.02
H -6.604 1.029 2.976 -0.17 0.15 -0.31
H -5.799 0.873 0.297 -0.21 0.08 -0.36
H -5.107 -0.164 1.542 0.04 0.93 -0.07
H -0.463 3.482 -0.965 -0.95 0.23 0.65
H -0.586 3.447 0.774 -0.79 0.71 -0.45
H -0.288 5.771 -0.871 -0.78 -0.35 0.21
H -0.859 5.878 0.741 -0.58 -0.16 -0.01
H -2.407 5.876 -1.840 -0.23 0.30 -0.20
H -2.922 6.691 -0.310 0.21 -0.03 -0.37
H -4.178 4.496 -1.276 0.63 -0.39 0.46
H -4.036 4.797 0.477 0.51 -0.15 -0.72
H -2.716 -0.722 -1.706 -0.07 1.20 -0.49
H -1.822 0.535 -2.682 -1.01 -0.36 0.33
H -4.018 -1.209 -3.541 -0.14 0.20 -0.12
H -3.217 0.067 -4.497 -0.45 -0.15 0.49
H -5.752 0.276 -2.800 -0.03 -0.08 -0.41
H -5.404 1.039 -4.400 0.06 0.18 0.67
H -5.254 2.409 -1.938 -0.68 0.38 0.08
H -3.991 2.687 -3.164 -0.05 0.03 0.26
```
Positions in Å, forces in eV/Å.

net charge: -1
LUMO (alpha / beta): 1.4 / 1.4 eV
2S+1: 2
E: -5884.670419 Ha

Here are the Löwdin charges for atoms 1 to 2, given in e:
1 Cd 1.45
2 O -0.02


The records above yield energy relative to the best compared isomer or geometry (same formula, charge and spin) values of 0.0; 1.0 kJ/mol, respectively.